Record 1
Formula: C3H7CdMgO3
Source: the OMol25 dataset
Level of theory: wB97M-V/def2-TZVPD

The geometry in XYZ format:
```
15
Properties=species:S:1:pos:R:3:nbo_charge:R:1
O -0.97970 2.20570 0.12753 -1.05
C -1.89871 1.21098 -0.18831 -0.09
C -1.40074 -0.16770 0.23491 -0.10
O -0.04110 -0.28314 -0.21162 -0.66
C 0.54915 -1.55610 0.00212 -0.25
Cd 0.78680 1.56992 -0.04386 0.85
H -2.10518 1.18119 -1.27776 0.15
H -2.87274 1.36967 0.31225 0.17
H -1.99875 -0.97378 -0.21623 0.19
H -1.41010 -0.27745 1.33220 0.18
H 1.63704 -1.46339 -0.19096 0.21
H 0.10640 -2.29203 -0.68271 0.19
Mg 3.87903 1.20567 -0.11514 1.00
O 5.35105 0.14708 -0.12562 -0.94
H 0.39754 -1.87662 1.04321 0.18
```

Computed properties:
- multiplicity = 2
- calculated total energy (a.u.) = -711.8968
- HOMO energy (alpha / beta) (Eh) = -0.279 / -0.278
- relative energy (zero: lowest compared OMol25 entry of this formula, charge and spin) (kcal/mol) = 0.0
- HOMO-LUMO gap (alpha / beta) (eV) = 7.5 / 6.4

Record 2
Formula: C3H7Cl
Source: the OMol25 dataset
Level of theory: wB97M-V/def2-TZVPD

The geometry in XYZ format:
```
11
Properties=species:S:1:pos:R:3:nbo_charge:R:1
C -0.32640 -1.58828 -0.20682 -0.59
C 0.93051 1.05859 -1.32682 -0.68
C 0.79471 0.39597 -0.00710 -0.19
Cl 2.26086 -0.20425 0.66864 -0.03
H -1.22067 -1.60327 0.44373 0.20
H -0.55688 -1.48858 -1.32765 0.19
H 0.52148 -2.28727 -0.05426 0.20
H 0.65416 2.08062 -1.22453 0.22
H 0.14537 0.52451 -2.04730 0.23
H 1.94347 0.92091 -1.64706 0.23
H 0.16264 0.90175 0.81873 0.22
```

Computed properties:
- calculated total energy (a.u.) = -578.5810
- HOMO energy (Eh) = -0.313
- relative energy (zero: lowest compared OMol25 entry of this formula, charge and spin) (kcal/mol) = 60.6
- HOMO-LUMO gap (eV) = 9.4

Record 3
Formula: C3H7Cl2NO
Source: the OMol25 dataset
Level of theory: wB97M-V/def2-TZVPD

The geometry in XYZ format:
```
14
Properties=species:S:1:pos:R:3:nbo_charge:R:1
C -0.26249 -0.99789 -1.16179 -0.63
C -1.05361 -0.50071 1.27240 -0.67
C -0.01209 -0.29646 0.18574 0.06
N 1.92988 2.04163 0.13271 -0.38
O 1.21333 -0.19129 0.52830 -0.40
Cl 2.83145 1.65372 -1.14707 0.24
Cl 0.44771 2.70914 -0.29345 0.21
H -1.27928 -0.83453 -1.52282 0.22
H 0.63681 -0.54932 -1.72600 0.23
H -0.09101 -2.06088 -0.92129 0.21
H -0.84503 -0.10977 2.21563 0.23
H -1.16139 -1.49152 1.55579 0.21
H -2.07368 -0.15578 1.12800 0.21
H -0.28059 0.78367 -0.24614 0.25
```

Computed properties:
- calculated total energy (a.u.) = -1168.6579
- HOMO energy (alpha / beta) (Eh) = -0.353 / -0.359
- relative energy (zero: lowest compared OMol25 entry of this formula, charge and spin) (kcal/mol) = 154.8
- HOMO-LUMO gap (alpha / beta) (eV) = 8.3 / 8.6

Record 4
Formula: C3H7ClN2S
Source: the OMol25 dataset
Level of theory: wB97M-V/def2-TZVPD

The geometry in XYZ format:
```
14
Properties=species:S:1:pos:R:3:nbo_charge:R:1
C 0.20427 -2.04031 1.28839 -0.42
N -0.32568 -0.99008 0.48732 -0.58
C 0.16725 0.19838 0.07660 0.29
S 1.62164 0.93066 0.58707 -0.23
N -0.72979 0.94029 -0.80060 -0.43
C -0.22202 2.13618 -1.46071 -0.46
Cl -1.66901 0.00784 -1.92930 0.09
H 0.38032 -3.01079 0.74784 0.20
H 1.18482 -1.68530 1.55953 0.24
H -0.37339 -2.37361 2.23140 0.21
H -1.03187 -1.32134 -0.14939 0.39
H -1.06608 2.41906 -2.20785 0.23
H 0.16978 2.70860 -0.53121 0.26
H 0.76954 1.91654 -1.98993 0.20
```

Computed properties:
- SMILES = CNC(=S)N(C)Cl
- calculated total energy (a.u.) = -1086.3286
- HOMO energy (Eh) = -0.316
- relative energy (zero: lowest compared OMol25 entry of this formula, charge and spin) (kcal/mol) = 37.7
- HOMO-LUMO gap (eV) = 8.8

Record 5
Formula: C3H7ClN5O
Source: the OMol25 dataset
Level of theory: wB97M-V/def2-TZVPD

The geometry in XYZ format:
```
17
Properties=species:S:1:pos:R:3:nbo_charge:R:1
H -1.71601 -0.95847 1.89590 0.39
N -0.73548 -1.08413 1.49950 -0.71
C -0.40001 -1.09565 0.31787 0.41
C 1.07069 -1.47419 0.04897 -0.54
C 1.80241 -0.20917 -0.06386 0.35
Cl 3.47430 -0.38323 0.23229 0.17
N 1.25903 0.95251 -0.13328 -0.23
N 0.42573 1.72964 -0.70240 0.19
N -0.24985 2.51079 0.06189 -0.46
N -1.02911 -0.73377 -0.79434 -0.33
O -2.10596 0.15181 -0.79904 -0.54
H 1.08628 -1.88221 -0.93368 0.26
H 1.53988 -2.12592 0.81849 0.30
H -0.91506 3.21014 -0.32779 0.45
H -0.06322 2.48683 1.10373 0.42
H -0.55052 -0.76352 -1.62513 0.37
H -2.89308 -0.33144 -0.59914 0.49
```

Computed properties:
- SMILES = [H]/N=C(/C/C(Cl)=N\N=[NH2+])NO
- net charge = +1
- calculated total energy (a.u.) = -927.3006
- HOMO energy (Eh) = -0.488
- relative energy (zero: lowest compared OMol25 entry of this formula, charge and spin) (kcal/mol) = 21.4
- HOMO-LUMO gap (eV) = 8.2

Record 6
Formula: C3H7ClNO2P
Source: the OMol25 dataset
Level of theory: wB97M-V/def2-TZVPD

The geometry in XYZ format:
```
15
Properties=species:S:1:pos:R:3:nbo_charge:R:1
C 0.33128 0.62629 0.95617 0.09
C -0.80030 0.45221 0.11270 -0.36
C 1.71900 1.21190 0.51385 -0.66
N -2.14683 -1.85406 -0.75891 -1.17
O -2.40120 -1.08992 1.79926 -0.97
O -0.80342 1.39534 1.19971 -0.43
P -2.14005 -0.71917 0.42502 2.12
Cl -4.38792 0.68018 -0.75592 -0.65
H 0.39465 -0.09282 1.69372 0.19
H -0.94006 0.89871 -0.86460 0.24
H 1.68083 1.75665 -0.45669 0.23
H 2.60647 0.50536 0.63439 0.24
H 1.80199 2.11747 1.16957 0.24
H -3.06451 -2.36673 -0.84737 0.45
H -1.78473 -1.48486 -1.64612 0.42
```

Computed properties:
- calculated total energy (a.u.) = -1125.2428
- HOMO energy (Eh) = -0.353
- relative energy (zero: lowest compared OMol25 entry of this formula, charge and spin) (kcal/mol) = 65.3
- HOMO-LUMO gap (eV) = 8.5

no.,F_max (eV/A)
1,7.0
2,4.8
3,3.6
4,2.5
5,4.4
6,3.1